93
Properties=species:S:1:pos:R:3:mulliken_charge:R:1 method="wB97M-V/def2-TZVPD" smiles=CC(C)O.CC(C)O.CC(C)O.CC(C)O.CCO.CCO.CCO.CO.CO.CO lumo_ev=0.3 energy_ev=-43251.2600 charge=0 homo_ha=-0.370
C -23.173 13.691 7.928 -1.50
C -23.663 14.949 8.703 0.58
C -24.143 15.975 7.669 -1.23
O -24.697 14.413 9.489 -0.55
H -22.984 12.787 8.507 0.44
H -22.221 13.968 7.477 0.36
H -23.929 13.418 7.192 0.38
H -22.865 15.289 9.363 0.22
H -24.454 16.899 8.157 0.33
H -25.124 15.714 7.273 0.34
H -23.430 16.191 6.874 0.33
H -24.633 13.456 9.518 0.31
C -14.894 10.691 14.053 -1.32
C -16.113 11.600 14.136 0.38
C -15.886 12.953 14.825 -1.18
O -16.417 11.925 12.799 -0.56
H -15.212 9.759 13.587 0.36
H -14.559 10.289 15.009 0.37
H -13.961 11.061 13.626 0.37
H -16.951 11.061 14.577 0.29
H -16.662 13.629 14.467 0.34
H -14.995 13.416 14.400 0.26
H -15.891 12.961 15.915 0.33
H -15.580 12.056 12.348 0.35
C -31.942 18.172 19.619 -1.41
C -31.415 19.559 19.350 0.64
C -30.877 19.672 17.878 -1.26
O -32.387 20.472 19.681 -0.55
H -32.938 17.919 19.256 0.34
H -31.939 18.035 20.700 0.40
H -31.282 17.380 19.264 0.35
H -30.605 19.703 20.065 0.14
H -30.118 18.947 17.584 0.36
H -30.355 20.623 17.778 0.32
H -31.724 19.572 17.199 0.34
H -32.780 20.191 20.510 0.33
C -23.173 18.623 25.362 -1.15
C -24.571 18.964 24.733 0.46
C -24.822 18.539 23.291 -1.36
O -25.663 18.436 25.436 -0.53
H -22.415 18.315 24.642 0.31
H -23.184 17.866 26.146 0.32
H -22.809 19.520 25.864 0.28
H -24.695 20.045 24.668 0.28
H -24.694 17.458 23.223 0.37
H -24.128 18.916 22.541 0.36
H -25.829 18.828 22.989 0.33
H -25.734 17.515 25.172 0.34
C -21.844 23.444 20.579 -1.02
C -23.186 24.015 20.122 -0.15
O -23.304 24.991 21.134 -0.49
H -21.984 22.924 21.527 0.25
H -21.179 24.258 20.867 0.30
H -21.389 22.738 19.883 0.34
H -23.982 23.271 20.089 0.23
H -23.204 24.374 19.093 0.28
H -23.915 25.677 20.855 0.28
C -18.951 14.872 21.648 -1.03
C -19.500 13.559 22.252 -0.19
O -20.826 13.842 22.588 -0.52
H -19.539 15.067 20.751 0.26
H -17.917 14.761 21.321 0.35
H -18.857 15.656 22.399 0.29
H -19.038 13.173 23.161 0.29
H -19.667 12.810 21.479 0.25
H -21.182 12.991 22.852 0.30
C -23.132 11.245 16.654 -0.92
C -24.604 11.230 17.127 -0.31
O -25.362 10.352 16.391 -0.49
H -22.786 10.212 16.661 0.27
H -22.553 11.855 17.347 0.30
H -23.136 11.640 15.638 0.26
H -25.024 12.225 16.981 0.20
H -24.741 10.929 18.166 0.37
H -25.799 9.863 17.092 0.33
C -29.685 15.717 13.352 -0.49
O -29.207 16.375 12.172 -0.49
H -30.707 16.065 13.504 0.21
H -29.672 14.689 12.991 0.25
H -28.990 15.699 14.191 0.23
H -28.389 15.939 11.922 0.30
C -24.410 22.974 10.721 -0.53
O -25.174 22.284 11.587 -0.48
H -24.468 24.061 10.769 0.26
H -23.409 22.903 11.147 0.20
H -24.423 22.504 9.737 0.25
H -26.112 22.336 11.390 0.30
C -23.063 17.974 15.732 -0.49
O -23.275 19.361 15.784 -0.51
H -22.343 17.621 14.994 0.23
H -22.695 17.541 16.662 0.22
H -24.066 17.579 15.570 0.23
H -23.772 19.659 15.019 0.31